ORCA calculation (ωB97M-V/def2-TZVPD) on a 5-piece molecular cluster, C35H79FN5O19P2S4 overall.

XYZ file:
```
145
Properties=species:S:1:pos:R:3:forces:R:3:lowdin_charge:R:1
C 4.13705 1.93591 3.77700 -0.05 0.09 -0.02 0.02
C 2.96127 2.77274 4.22978 -0.11 -0.10 -0.01 -0.51
O 2.93045 3.36857 5.26207 0.04 0.04 -0.10 0.15
O 1.93654 2.88015 3.31489 0.19 -0.03 0.08 -0.03
C 1.12590 1.69850 3.18990 -0.15 0.29 0.20 -0.19
C 0.31034 1.92648 1.92944 0.29 -0.18 -0.16 -0.07
C -0.48509 0.78057 1.22483 0.21 0.31 0.41 -0.31
C -1.88109 0.68024 1.85801 -0.27 0.06 -0.45 -0.12
C -2.79067 1.91046 1.60966 -0.05 -0.37 0.61 -0.14
C -3.21903 2.58804 2.91363 -0.02 -0.10 -0.06 -0.19
F -3.21736 3.96743 2.74453 -0.03 0.10 0.00 -0.06
C -0.54706 1.27625 -0.24557 -0.37 -0.19 -0.20 -0.22
C -1.70060 0.77377 -1.15168 0.30 -0.08 -0.18 -0.13
P -2.77497 2.00997 -1.91256 -0.31 -0.10 0.17 0.44
O -4.14747 2.10054 -1.40912 0.06 -0.03 -0.01 -0.26
O -1.95844 3.38477 -1.80788 -0.06 -0.06 -0.19 -0.14
O -2.63932 1.56698 -3.45178 0.14 0.52 0.06 -0.12
N 0.75750 1.07548 -0.95778 -0.12 0.57 0.65 0.05
C 1.10449 2.24193 -1.82046 0.22 -0.24 -0.36 -0.19
N 1.73967 3.28254 -1.04666 -0.06 0.25 -0.42 0.07
C 1.76619 0.43625 -0.37183 0.02 -0.10 -0.19 -0.35
N 2.98513 0.43779 -0.96569 -0.05 0.28 0.04 0.22
N 1.62888 -0.24797 0.76258 0.08 -0.19 -0.09 0.16
C 0.26889 -0.57987 1.22413 -0.12 -0.16 -0.30 -0.31
C -0.30507 -1.56971 0.16850 -0.03 -0.28 0.14 -0.13
C 0.51359 -2.86052 -0.06481 0.01 0.48 -0.35 -0.13
C 1.24750 -2.86243 -1.41448 -0.40 -0.31 -0.22 -0.36
C 0.26343 -3.09595 -2.56665 0.26 -0.13 -0.01 -0.05
C 2.31759 -3.95836 -1.50135 0.24 0.17 0.09 -0.16
C 3.33441 -4.07462 -0.35628 0.24 -0.05 0.20 -0.18
C 4.25159 -2.89008 -0.26695 -0.35 -0.09 0.31 -0.10
C 5.48491 -2.82077 -0.74953 0.44 0.10 -0.09 -0.33
C 6.18828 -1.49218 -0.86308 0.06 -0.16 0.35 -0.06
C 6.26450 -4.03197 -1.20268 -0.26 -0.04 -0.04 -0.05
P 0.30870 -1.50264 2.86420 -0.25 0.48 0.92 0.58
N 0.00885 -0.68657 4.13118 -0.28 -0.08 -0.52 -0.11
O 1.81461 -2.07519 2.81696 -0.19 -0.29 -0.31 -0.14
O -0.61209 -2.79841 2.67874 0.51 0.00 -0.39 -0.12
H 3.87681 1.23353 2.98726 -0.04 -0.02 0.04 0.06
H 4.88484 2.62495 3.37913 0.00 0.00 0.03 0.09
H 4.57269 1.41677 4.62677 0.00 0.00 -0.01 0.09
H 1.76383 0.81213 3.15769 0.00 0.05 -0.10 0.08
H 0.50107 1.61116 4.07598 0.09 -0.04 -0.02 0.11
H -0.38992 2.73773 2.14053 -0.04 -0.01 -0.06 0.14
H 1.01793 2.34099 1.20775 0.02 0.07 0.06 0.10
H -1.74503 0.54933 2.93023 0.08 -0.13 -0.03 0.09
H -2.39457 -0.20762 1.47731 0.05 -0.07 0.11 0.11
H -2.29684 2.68468 1.02345 -0.07 -0.03 -0.11 0.10
H -3.68540 1.57852 1.08839 0.07 0.26 -0.29 0.10
H -2.54810 2.35246 3.74264 0.11 0.10 -0.04 0.12
H -4.23037 2.29936 3.20225 -0.01 0.01 0.02 0.12
H -0.64944 2.35732 -0.16925 0.15 0.02 -0.02 0.12
H -2.37257 0.06386 -0.67196 0.05 0.03 0.13 0.10
H -1.24859 0.24637 -1.99345 -0.14 -0.06 -0.03 0.10
H -2.52728 4.17204 -1.88196 0.23 0.19 0.12 0.07
H -2.76819 2.34836 -4.00674 -0.16 -0.19 -0.25 0.08
H 1.72758 1.89558 -2.64324 -0.03 -0.05 0.02 0.12
H 0.17494 2.58086 -2.26388 -0.09 -0.03 0.06 0.11
H 2.68459 3.44434 -1.36951 0.07 -0.10 0.17 0.08
H 1.25385 4.16397 -1.16318 -0.11 -0.05 0.18 0.09
H 3.82574 0.43264 -0.41686 -0.01 -0.35 0.00 0.11
H 3.04888 0.33586 -1.96279 0.10 0.24 -0.02 0.13
H 2.32960 -0.96456 0.90188 0.01 0.07 0.14 0.11
H -0.34047 -1.05823 -0.78559 -0.01 0.03 -0.01 0.08
H -1.32971 -1.83713 0.41484 -0.01 0.06 0.08 0.08
H 1.25921 -3.00822 0.70978 -0.14 -0.09 0.14 0.06
H -0.18544 -3.69657 -0.03803 0.16 -0.18 0.14 0.12
H 1.69627 -1.87809 -1.60319 0.20 -0.10 0.26 0.12
H -0.49837 -2.32301 -2.65144 -0.07 0.00 -0.01 0.07
H 0.80874 -3.15648 -3.51108 -0.07 0.17 -0.04 0.08
H -0.22541 -4.06426 -2.43789 -0.15 0.04 0.06 0.08
H 1.82799 -4.93036 -1.62010 -0.07 0.05 -0.01 0.12
H 2.89247 -3.76988 -2.41325 -0.06 -0.17 -0.07 0.12
H 2.83730 -4.24361 0.60394 -0.06 -0.04 -0.04 0.10
H 3.92485 -4.97432 -0.53969 -0.02 0.01 0.01 0.11
H 3.88169 -2.01136 0.26095 -0.16 0.10 -0.33 0.08
H 7.24753 -1.56934 -0.61585 0.01 0.01 -0.04 0.08
H 6.11173 -1.12248 -1.88831 0.07 0.05 0.00 0.09
H 5.75346 -0.75856 -0.17979 -0.04 0.05 -0.08 0.06
H 6.01595 -4.35195 -2.21683 0.10 0.09 -0.05 0.09
H 6.05661 -4.87492 -0.54300 0.02 -0.03 -0.05 0.08
H 7.33258 -3.83163 -1.14424 0.01 0.00 -0.13 0.08
H -0.72721 -1.04522 4.72517 0.19 0.04 0.21 0.03
H 1.85745 -3.02762 2.65471 0.06 -0.02 0.15 0.08
H -1.50957 -2.64585 3.00282 -0.05 -0.18 -0.10 0.10
O -2.16427 6.35007 -2.15157 -0.02 -0.30 0.02 -0.30
S -2.94278 7.56006 -2.24517 -0.03 0.17 0.01 0.57
O -3.89583 7.66664 -3.30360 -0.01 -0.07 0.00 -0.26
O -1.95290 8.78735 -2.26759 -0.03 -0.01 0.01 -0.26
C -0.88446 8.79208 -3.25267 0.25 0.00 -0.16 -0.24
C -1.36935 9.13304 -4.64363 -0.15 -0.04 0.03 -0.07
C -3.71236 7.90236 -0.70619 0.00 -0.02 0.05 -0.11
H -0.37650 7.82754 -3.22114 -0.07 -0.04 0.03 0.11
H -0.19348 9.54560 -2.88264 -0.06 0.03 0.07 0.12
H -2.01691 8.35591 -5.04578 0.01 -0.01 0.00 0.07
H -0.50949 9.24461 -5.30449 0.02 0.02 0.02 0.08
H -1.93082 10.06642 -4.63552 0.04 0.03 -0.01 0.09
H -2.97211 7.82566 0.08509 0.01 0.00 0.00 0.08
H -4.49555 7.15830 -0.57596 0.00 -0.01 -0.01 0.08
H -4.14090 8.89975 -0.75282 -0.01 0.00 -0.01 0.08
O 0.18830 -0.39233 -5.34214 0.06 0.00 0.08 -0.29
S 0.70715 0.01607 -6.61741 -0.13 0.04 -0.11 0.56
O 1.89904 0.80911 -6.64199 0.04 -0.03 0.05 -0.28
O -0.44475 0.74443 -7.43102 0.14 -0.01 0.03 -0.25
C -1.13262 1.82208 -6.75251 -0.21 0.28 0.22 -0.24
C -0.31532 3.09573 -6.68389 0.13 -0.08 -0.01 -0.07
C 0.89334 -1.36854 -7.67916 0.00 -0.06 0.00 -0.11
H -1.41917 1.46949 -5.76033 0.04 -0.06 -0.01 0.09
H -2.04120 1.98350 -7.32822 0.05 -0.14 -0.11 0.13
H 0.56990 2.97108 -6.06227 -0.01 0.00 0.02 0.07
H -0.92701 3.89533 -6.26255 -0.03 0.00 -0.03 0.08
H 0.01559 3.39422 -7.67785 -0.04 0.03 -0.01 0.09
H -0.02392 -1.95004 -7.66107 -0.01 0.01 0.00 0.08
H 1.72730 -1.94909 -7.29086 0.00 0.01 0.01 0.08
H 1.11494 -1.00833 -8.67999 0.01 0.01 0.00 0.08
O 0.95593 -6.51300 8.24276 -0.03 -0.02 -0.03 -0.27
S 0.23312 -5.31057 8.52805 0.03 0.03 -0.01 0.57
O -0.95141 -5.01753 7.77817 -0.02 -0.02 0.02 -0.28
O 1.23512 -4.08080 8.43461 -0.04 0.05 0.00 -0.26
C 2.02407 -3.96926 7.22635 0.22 -0.01 -0.17 -0.24
C 1.20966 -3.48263 6.04714 -0.17 -0.12 0.06 -0.08
C -0.11509 -5.19436 10.24464 0.01 -0.01 0.05 -0.12
H 2.49652 -4.93121 7.02351 -0.07 -0.04 0.05 0.11
H 2.80918 -3.26107 7.48173 -0.06 0.04 0.09 0.12
H 0.46318 -4.22238 5.75895 0.01 0.00 -0.02 0.07
H 1.86657 -3.29888 5.19691 0.07 0.05 0.06 0.06
H 0.69114 -2.55697 6.29279 0.07 0.05 -0.02 0.08
H 0.79544 -5.39618 10.80125 0.00 0.00 0.00 0.08
H -0.87234 -5.94554 10.45797 0.00 -0.01 -0.01 0.08
H -0.49638 -4.19906 10.45519 -0.01 0.00 -0.01 0.08
O -2.88082 -3.53789 0.82867 0.06 0.04 0.10 -0.29
S -3.44330 -3.98279 -0.41870 -0.21 0.02 0.03 0.56
O -3.23715 -3.15832 -1.57036 0.15 0.05 -0.04 -0.27
O -4.97724 -4.26682 -0.21602 0.00 -0.01 -0.05 -0.25
C -5.79821 -3.21962 0.37730 -0.19 0.19 0.17 -0.23
C -6.10564 -2.09535 -0.58571 0.14 -0.05 -0.09 -0.06
C -2.94088 -5.62942 -0.75925 0.04 -0.04 0.01 -0.10
H -5.30454 -2.86221 1.28150 0.08 -0.04 -0.03 0.11
H -6.70386 -3.74046 0.67719 0.03 -0.08 -0.05 0.13
H -5.21227 -1.52996 -0.84688 0.00 0.02 0.02 0.06
H -6.82037 -1.41452 -0.12366 -0.02 -0.02 0.01 0.09
H -6.53568 -2.48604 -1.50720 -0.05 0.01 0.02 0.09
H -3.11194 -6.23887 0.12364 -0.01 0.00 0.00 0.08
H -1.88044 -5.59247 -1.00206 -0.01 0.02 0.00 0.06
H -3.51205 -5.99347 -1.60902 0.00 0.01 -0.01 0.08
```
Forces are in eV/Å.

Frontier orbital gap ... 9.45 eV
Highest occupied orbital energy ... -0.4169 Eh
Charge ... +1